Molecular formula: C2H3IN2
Method: DFT, ωB97M-V/def2-TZVPD

```
8
Properties=species:S:1:pos:R:3:forces:R:3:nbo_charge:R:1
C -0.2409 -0.3533 -0.0107 -1.489 0.213 2.227 -0.29
C 0.6569 0.6555 0.1141 -0.089 1.802 -0.590 0.52
N -1.3878 -0.5287 0.8491 4.063 1.346 -0.810 -0.59
N 1.3506 1.6257 0.1309 -1.328 -2.202 0.168 -0.60
I -3.4712 -0.1609 -0.1008 -2.039 0.649 -0.631 -0.07
H -0.1515 -1.0941 -0.7628 0.852 -0.699 -0.483 0.23
H -1.4306 -1.4924 1.0673 -0.263 -1.394 0.088 0.34
H 1.8708 2.4574 0.2276 0.294 0.285 0.032 0.46
```
Positions in Å, forces in eV/Å.

Computed properties:
highest occupied orbital energy (spin up / spin down) = -6.78 / -8.19 eV
spin multiplicity = 3
strongest force on any atom = 4.36 eV/A
HOMO-LUMO gap (spin up / spin down) = 7.3283 / 5.8511 eV

Molecular formula: CH10O6
Method: DFT, ωB97M-V/def2-TZVPD

```
17
Properties=species:S:1:pos:R:3:forces:R:3:nbo_charge:R:1
O 0.6154 -1.4824 -0.5758 0.291 -0.862 -0.157 -0.69
C 1.0146 -1.5410 0.5684 0.355 1.792 1.198 0.67
O 0.7093 -0.6080 1.4694 -0.307 -0.487 -1.914 -0.75
H 1.7642 -2.2073 1.0153 -0.281 -0.657 -0.512 0.12
H 0.1924 0.1721 0.8276 0.125 -0.503 1.468 0.49
O -0.5767 1.0771 0.2698 -0.184 -0.020 -0.440 -0.90
H -0.2678 1.0059 -0.6666 -0.216 0.424 0.253 0.52
H -1.4015 0.5558 0.2392 -0.012 0.121 -0.093 0.52
O 1.3836 1.1504 3.3831 -0.028 -0.093 0.148 -0.98
H 1.0956 0.4520 2.7549 0.390 0.875 0.390 0.49
H 1.4101 2.0109 2.9452 -0.149 -0.520 -0.130 0.46
O -0.0008 0.6999 -2.2666 0.446 -0.442 -1.077 -0.97
H 0.2031 0.9892 -3.1631 -0.121 0.510 0.113 0.49
H 0.4296 -0.1688 -2.2453 -0.150 -0.143 0.592 0.51
O -2.3453 -0.6392 -1.2038 -0.632 -0.057 0.837 -0.97
H -1.9631 -1.4873 -1.4577 0.145 0.462 -0.285 0.49
H -2.2628 0.0209 -1.8941 0.327 -0.400 -0.392 0.49
```
Positions in Å, forces in eV/Å.

Computed properties:
highest occupied orbital energy = -10.41 eV
spin multiplicity = 1
SMILES string = O=CO.O.O.O.O
strongest force on any atom = 2.19 eV/A
HOMO-LUMO gap = 10.4756 eV

Molecular formula: C53H82I2N2O13
Method: DFT, ωB97M-V/def2-TZVPD

```
152
Properties=species:S:1:pos:R:3:forces:R:3:mulliken_charge:R:1
C -1.9125 2.9194 6.3444 -0.359 0.722 -0.736 -0.22
C -2.3643 3.0500 5.2112 0.115 -0.064 -0.214 -0.45
C -2.8569 3.1161 3.7104 1.338 -0.949 1.241 -0.34
C -1.5872 2.8558 2.7585 -0.048 -0.204 0.640 -0.29
C -2.0359 2.7193 1.2390 0.214 0.321 -0.276 -1.34
C -0.8085 2.7669 0.2183 0.750 0.754 -0.773 0.97
C 0.1754 1.6054 0.0669 0.276 2.274 -0.933 -0.05
C -0.0606 0.3483 0.9890 0.363 0.432 -0.621 -0.35
C 1.2527 -0.1045 1.8124 -1.691 -2.079 -1.471 -0.22
O 1.4576 -1.2910 1.9277 0.352 2.478 0.394 -0.53
I 2.4986 1.4988 2.5662 -0.298 -0.473 0.077 0.01
C 1.3551 1.6768 -0.9035 -1.617 2.388 -0.152 1.61
C 2.4322 0.5465 -1.1052 -0.227 -0.306 0.219 -0.80
C 1.8640 -0.9021 -1.4199 0.882 -0.422 0.142 -0.76
N 1.2367 -1.0340 -2.7853 -0.504 -1.736 1.067 0.28
C -0.1930 -0.5618 -2.7958 -0.669 0.831 -2.083 0.44
C -0.2909 0.5920 -3.9434 0.397 -0.946 0.770 -0.72
C 1.1461 -2.5128 -2.9700 0.130 -2.327 0.525 0.49
C 1.8907 -3.2656 -4.1611 -0.753 -0.056 0.406 -1.04
O 0.5244 -3.2411 -2.1864 0.966 1.902 -1.298 -0.52
C 1.5342 2.9653 -1.7230 -1.777 0.150 1.794 0.95
C 2.7151 3.2329 -2.7264 -1.162 0.263 -0.753 -1.89
I 4.6870 3.2843 -1.7309 -0.754 -0.074 -0.134 0.09
C 2.7042 2.3012 -4.0283 -0.124 0.545 -0.409 0.71
C 4.0269 2.4535 -4.9142 -1.144 0.063 -0.088 -1.37
C 0.5359 4.0535 -1.5254 -1.282 -0.222 1.400 0.00
C -0.6556 4.0279 -0.5740 2.667 -3.482 0.158 -0.20
C -1.4761 5.3695 -0.6014 1.062 -1.654 0.629 0.37
O -2.2613 5.8399 0.1896 1.434 -0.763 -1.861 -0.54
N -0.9845 5.9774 -1.8770 -1.785 -1.516 -1.325 -0.11
C -1.7040 5.2203 -2.9036 -0.283 0.944 -1.181 -0.05
C -2.1904 4.7093 -3.9073 1.233 0.514 0.630 -0.54
C 0.4069 5.4915 -2.1480 1.533 -0.397 -0.031 -0.35
O 1.1934 6.2123 -2.7232 -1.275 -1.894 1.126 -0.50
H -1.5205 2.9741 7.3925 -0.686 -0.263 -1.805 0.36
H -3.5397 2.2163 3.5785 0.503 1.345 0.166 0.29
H -3.3578 4.1007 3.4852 0.456 -1.159 0.318 0.35
H -0.7987 3.6714 2.8942 -1.198 -0.926 -0.347 0.37
H -1.0992 1.9105 3.1757 -0.607 1.186 -0.734 0.21
H -2.6944 1.8034 1.0460 1.068 1.004 0.427 0.38
H -2.7156 3.6129 1.0269 1.050 -1.146 0.116 0.52
H -0.4314 -0.4901 0.3055 0.856 0.747 1.235 0.10
H -0.8659 0.4806 1.7723 0.957 0.217 -0.979 0.41
H 3.0742 0.4995 -0.1585 -0.913 -0.045 -1.202 0.42
H 3.1715 0.7870 -1.9381 -1.246 -0.069 1.167 0.21
H 1.1644 -1.3304 -0.6431 0.826 0.629 -0.720 0.07
H 2.7716 -1.6016 -1.4377 -1.094 1.006 0.166 0.57
H -0.5682 -0.2158 -1.7907 0.507 -0.368 -1.154 -0.61
H -0.8816 -1.3905 -3.1735 0.980 1.027 0.833 0.46
H 0.5594 0.3914 -4.6783 -1.242 0.289 0.938 0.18
H -0.1244 1.5954 -3.4524 -0.443 -0.926 -0.814 -0.23
H -1.2908 0.4805 -4.4483 1.246 0.579 0.531 0.53
H 1.5907 -4.3652 -4.1272 0.268 1.603 0.116 0.15
H 1.5059 -2.8651 -5.1445 0.870 -0.238 0.973 0.26
H 3.0146 -3.2455 -4.0479 -1.229 0.479 -0.326 0.31
H 2.5828 4.2980 -3.1157 0.326 -1.443 0.757 0.61
H 2.4251 1.2221 -3.8117 0.618 1.325 -0.171 -0.38
H 1.8519 2.7046 -4.6797 0.963 -0.508 1.013 0.38
H 3.7360 2.1154 -5.9662 0.686 0.294 1.381 0.39
H 4.8663 1.8302 -4.4914 -0.814 0.840 -0.613 0.29
H 4.2993 3.5613 -4.9817 -0.147 -1.565 0.176 0.30
H -2.4045 4.2797 -4.9172 0.016 0.565 1.811 0.39
C -2.8308 -1.9102 6.3676 0.108 0.086 -0.367 -0.87
C -3.7314 -0.7028 6.3365 -0.011 0.173 -0.300 0.80
C -4.4386 -0.3305 7.6131 -0.082 0.293 -0.419 -1.07
O -3.8797 -0.0555 5.3192 0.007 -0.147 0.128 -0.56
H -2.3900 -2.0578 5.3798 -0.056 0.018 0.086 0.10
H -2.0267 -1.7570 7.0902 -0.117 -0.197 0.131 0.27
H -3.4090 -2.7986 6.6290 0.143 0.009 0.201 0.36
H -3.7065 -0.1064 8.3916 -0.082 -0.174 0.087 0.34
H -5.0885 -1.1492 7.9299 0.156 -0.035 0.159 0.36
H -5.0492 0.5542 7.4438 0.139 -0.146 0.035 0.26
C 1.9593 -2.7060 7.4373 -0.175 0.154 0.291 -1.09
C 0.9231 -3.7699 7.1808 -0.424 -0.090 0.283 0.88
C 1.1431 -4.6804 6.0005 -0.324 -0.192 0.069 -1.00
O -0.0503 -3.8885 7.8968 0.285 0.084 -0.218 -0.55
H 1.6723 -2.1262 8.3161 0.009 -0.080 -0.088 0.29
H 2.9298 -3.1696 7.6251 0.043 0.079 -0.199 0.36
H 2.0220 -2.0334 6.5792 0.190 -0.104 -0.035 0.27
H 2.0777 -5.2312 6.1248 0.071 0.138 -0.156 0.39
H 1.1699 -4.0950 5.0789 0.206 -0.048 0.003 0.19
H 0.3213 -5.3953 5.9369 0.075 0.095 0.008 0.28
C 0.0814 -7.3735 -5.2895 0.297 0.195 0.093 -0.89
C 0.0727 -6.3045 -6.3500 0.359 0.295 0.034 0.86
C -1.0731 -6.3086 -7.3285 0.126 0.317 -0.208 -1.18
O 0.9547 -5.4710 -6.4143 -0.272 -0.233 -0.008 -0.55
H 0.9614 -7.2490 -4.6574 -0.101 -0.048 -0.083 0.03
H -0.8117 -7.2869 -4.6672 -0.057 -0.184 -0.100 0.35
H 0.1229 -8.3597 -5.7557 -0.170 -0.020 0.115 0.39
H -2.0171 -6.1753 -6.7963 -0.021 -0.213 -0.044 0.32
H -1.0833 -7.2477 -7.8853 -0.171 -0.038 0.130 0.34
H -0.9495 -5.4849 -8.0337 0.009 -0.082 0.086 0.31
C -8.2076 0.2291 9.5302 0.295 -0.198 -0.075 -0.99
C -7.5619 1.5540 9.2161 0.500 0.076 -0.155 0.82
C -8.4112 2.7900 9.3618 0.256 0.232 -0.106 -1.14
O -6.4035 1.6227 8.8599 -0.518 0.080 0.263 -0.52
H -7.4808 -0.5714 9.3824 -0.060 0.102 0.014 0.20
H -8.5384 0.2139 10.5706 -0.191 0.012 -0.092 0.33
H -9.0548 0.0606 8.8623 -0.110 0.039 0.180 0.32
H -8.7512 2.8881 10.3948 -0.188 -0.059 -0.087 0.33
H -9.2675 2.7348 8.6865 -0.106 -0.032 0.185 0.33
H -7.8180 3.6686 9.1036 -0.040 -0.118 0.021 0.30
C 2.7599 -8.1788 -1.5589 -0.353 -0.102 0.014 -1.06
C 3.0102 -8.8452 -2.8871 -0.364 -0.286 -0.221 0.90
C 4.3848 -8.6999 -3.4867 -0.074 -0.195 -0.301 -1.18
O 2.1386 -9.4743 -3.4516 0.255 0.213 0.153 -0.55
H 1.7307 -8.3662 -1.2486 0.106 0.006 -0.052 0.24
H 3.4336 -8.5891 -0.8040 0.092 0.193 -0.019 0.44
H 2.9073 -7.1004 -1.6502 0.174 -0.036 0.111 0.25
H 5.1305 -9.1333 -2.8171 0.047 0.208 0.035 0.36
H 4.6040 -7.6448 -3.6632 0.127 -0.027 0.164 0.31
H 4.4211 -9.2291 -4.4403 -0.032 0.052 0.107 0.31
C -4.6472 -1.1460 -2.2100 0.328 -0.190 -0.087 -1.16
C -4.0188 0.1836 -2.5376 0.402 0.061 -0.127 0.74
C -4.8778 1.4121 -2.3880 0.305 0.239 -0.109 -1.03
O -2.8640 0.2624 -2.9078 -0.784 -0.025 0.318 -0.38
H -3.9140 -1.9400 -2.3625 -0.056 0.096 0.011 0.23
H -4.9660 -1.1595 -1.1657 -0.201 0.015 -0.089 0.34
H -5.5003 -1.3262 -2.8672 -0.112 0.039 0.187 0.36
H -5.2069 1.5121 -1.3515 -0.196 -0.058 -0.082 0.33
H -5.7412 1.3455 -3.0531 -0.109 -0.040 0.193 0.39
H -4.2956 2.2955 -2.6571 -0.027 -0.102 0.034 0.14
C 9.8124 3.9797 -1.2432 -0.177 0.143 0.298 -1.12
C 8.7820 2.9100 -1.4950 -0.397 -0.038 0.277 0.84
C 9.0223 1.9751 -2.6516 -0.317 -0.200 0.047 -1.05
O 7.7965 2.8052 -0.7935 0.268 0.057 -0.190 -0.55
H 9.5099 4.5773 -0.3819 0.007 -0.080 -0.094 0.29
H 10.7799 3.5212 -1.0291 0.046 0.071 -0.199 0.34
H 9.8892 4.6341 -2.1138 0.181 -0.106 -0.025 0.33
H 9.9548 1.4278 -2.5000 0.070 0.133 -0.154 0.36
H 9.0642 2.5409 -3.5846 0.204 -0.042 0.018 0.32
H 8.2017 1.2584 -2.7135 0.068 0.096 0.030 0.25
C -0.5554 -5.6404 0.0849 -0.052 -0.440 0.043 -0.90
C -0.9758 -5.1756 1.4521 -0.206 -0.348 0.363 0.46
C -0.9099 -3.6948 1.7154 -0.095 -0.032 0.388 -0.40
O -1.3511 -5.9571 2.3030 0.139 0.252 -0.233 -0.60
H -0.6502 -6.7262 0.0230 -0.019 0.102 0.068 0.35
H -1.1989 -5.1889 -0.6725 0.253 0.150 -0.072 0.30
H 0.4867 -5.3688 -0.0944 -0.123 0.201 -0.192 0.22
H -1.5685 -3.1653 1.0232 0.195 0.060 -0.113 0.33
H 0.1171 -3.3425 1.6038 -0.106 0.111 -0.199 0.13
H -1.2399 -3.4930 2.7364 0.015 -0.047 -0.091 0.14
C 0.6728 8.7935 -3.9019 0.397 0.086 -0.241 -0.81
C 1.3375 10.1018 -4.2423 0.423 -0.076 -0.150 0.70
C 0.4978 11.3507 -4.1497 0.292 0.278 -0.102 -1.11
O 2.5036 10.1500 -4.5780 -0.357 0.042 0.090 -0.57
H 1.3913 7.9850 -4.0117 -0.096 0.224 -0.008 0.26
H 0.3220 8.8119 -2.8685 -0.184 -0.043 -0.103 0.24
H -0.1633 8.6141 -4.5818 -0.146 0.050 0.185 0.36
H 0.1391 11.4827 -3.1269 -0.190 -0.063 -0.090 0.31
H -0.3458 11.2836 -4.8396 -0.111 -0.032 0.185 0.31
H 1.1048 12.2159 -4.4221 -0.046 -0.103 0.026 0.31
```
Positions in Å, forces in eV/Å.

Computed properties:
highest occupied orbital energy = -9.02 eV
spin multiplicity = 1
SMILES string = C#CCCCc1c(CC(=O)I)c(CCN(CC)C(C)=O)c([C@@H](I)CC)c2c1C(=O)N(C#C)C2=O.CC(C)=O.CC(C)=O.CC(C)=O.CC(C)=O.CC(C)=O.CC(C)=O.CC(C)=O.CC(C)=O.CC(C)=O
strongest force on any atom = 4.39 eV/A
HOMO-LUMO gap = 8.0730 eV